(1)
ORCA calculation (ωB97M-V with the def2-TZVPD basis set) on a 20-piece molecular cluster, C34H18Cl76O6S2 overall at a distorted geometry.

gap between HOMO and LUMO	7.42	eV

Structure (ORCA input):
```
! wB97M-V def2-TZVPD RIJCOSX def2/J DEFGRID3
* xyz 0 1
C -1.075 -4.098 0.093
C -1.606 -2.808 -0.711
C -0.472 -1.787 -1.167
C -0.494 -0.489 -0.554
C 0.600 0.556 -1.031
O 0.357 1.796 -0.892
C 1.973 0.112 -1.723
C 1.976 -1.180 -2.342
S 3.527 -1.680 -3.192
C 4.103 -3.352 -2.638
C 4.169 -3.405 -1.041
O 4.078 -2.365 -0.338
O 4.366 -4.631 -0.294
C 3.066 -5.059 0.239
C 2.363 -5.937 -0.945
C 3.500 -6.988 -1.425
O 1.215 -6.565 -0.324
C 0.330 -7.143 -1.268
O -0.244 -8.211 -0.919
C -0.049 -6.552 -2.696
S -0.691 -7.956 -3.732
C 0.645 -2.067 -2.262
O 0.438 -2.993 -3.104
H 0.037 -4.091 0.336
H -1.377 -5.036 -0.511
H -1.693 -4.167 1.067
H -2.180 -3.169 -1.646
H -2.354 -2.264 -0.036
H -1.284 -0.193 0.219
H 2.903 0.791 -1.725
H 3.455 -4.153 -3.125
H 5.178 -3.523 -3.029
H 3.209 -5.707 1.176
H 2.426 -4.131 0.459
H 2.088 -5.184 -1.756
H 4.169 -7.211 -0.510
H 3.071 -7.969 -1.814
H 4.207 -6.470 -2.177
H 0.858 -6.067 -3.224
H -0.837 -5.708 -2.643
H -0.545 -7.628 -5.082
C 3.073 -2.456 -7.167
Cl 2.098 -2.574 -5.688
Cl 2.050 -1.911 -8.511
Cl 4.390 -1.288 -6.914
Cl 3.760 -4.050 -7.553
C -0.933 0.259 3.864
Cl -0.776 1.281 2.420
Cl -2.350 0.778 4.801
Cl -1.134 -1.438 3.372
Cl 0.527 0.417 4.863
C -2.188 4.138 0.177
Cl -2.441 5.855 -0.207
Cl -3.371 3.622 1.399
Cl -2.396 3.166 -1.294
Cl -0.545 3.911 0.814
C 7.160 -7.349 1.587
Cl 7.666 -8.638 0.474
Cl 6.257 -6.113 0.687
Cl 6.121 -8.035 2.854
Cl 8.595 -6.611 2.332
C 7.967 0.303 -6.266
Cl 9.047 1.713 -6.246
Cl 8.129 -0.589 -4.737
Cl 6.286 0.847 -6.458
Cl 8.403 -0.759 -7.621
C 3.148 -0.867 -12.420
Cl 3.886 -0.480 -10.853
Cl 1.402 -0.526 -12.367
Cl 3.903 0.127 -13.684
Cl 3.405 -2.586 -12.787
C 10.265 5.658 -6.748
Cl 11.572 6.784 -7.172
Cl 9.507 5.045 -8.233
Cl 10.933 4.298 -5.820
Cl 9.049 6.504 -5.768
C -3.742 1.623 8.506
Cl -2.094 1.920 7.914
Cl -4.871 1.617 7.132
Cl -3.799 0.049 9.332
Cl -4.204 2.906 9.645
C -4.144 8.992 1.990
Cl -4.430 9.006 0.236
Cl -4.154 7.316 2.577
Cl -2.567 9.733 2.339
Cl -5.425 9.912 2.808
C -7.531 5.395 1.952
Cl -8.889 4.307 1.589
Cl -7.457 6.678 0.726
Cl -7.767 6.121 3.556
Cl -6.012 4.474 1.938
C -7.617 8.438 6.837
Cl -8.975 7.351 6.476
Cl -7.544 9.722 5.611
Cl -7.849 9.161 8.442
Cl -6.099 7.515 6.818
C -6.662 7.630 11.894
Cl -5.600 9.054 11.906
Cl -6.471 6.732 13.416
Cl -8.352 8.154 11.725
Cl -6.228 6.579 10.529
C 0.905 1.835 -9.090
Cl 1.721 0.987 -7.756
Cl -0.136 3.110 -8.422
Cl 2.114 2.563 -10.169
Cl -0.079 0.677 -10.008
C -2.040 8.062 13.590
Cl -2.407 6.896 12.301
Cl -0.597 7.528 14.479
Cl -1.738 9.660 12.875
Cl -3.418 8.164 14.705
C 5.768 -12.090 0.048
Cl 4.738 -10.695 -0.339
Cl 4.997 -13.577 -0.542
Cl 7.352 -11.893 -0.735
Cl 5.987 -12.193 1.808
C -2.680 -4.251 -6.156
Cl -2.447 -5.936 -6.665
Cl -3.263 -4.213 -4.477
Cl -1.139 -3.375 -6.269
Cl -3.878 -3.478 -7.215
C -7.815 -0.675 8.686
Cl -7.477 0.581 9.896
Cl -6.328 -1.049 7.791
Cl -8.401 -2.141 9.502
Cl -9.055 -0.091 7.556
C 6.730 -0.532 1.841
Cl 6.894 0.448 0.368
Cl 5.311 0.015 2.761
Cl 6.525 -2.238 1.397
Cl 8.188 -0.349 2.840
C -10.335 8.866 -1.870
Cl -10.618 8.887 -3.624
Cl -10.350 7.188 -1.288
Cl -8.757 9.601 -1.516
Cl -11.615 9.788 -1.053
*
```

These are the Mulliken partial charges, in e, on atoms 1 to 99: C -0.51; C -0.28; C 0.36; C -0.23; C -0.20; O -0.42; C -0.72; C 0.30; S -0.01; C -0.33; C 0.15; O -0.38; O -0.10; C -0.77; C 1.36; C -0.59; O -0.37; C 0.50; O -0.63; C 0.23; S -0.18; C 0.63; O -0.32; H -0.11; H 0.15; H 0.35; H -0.07; H 0.37; H 0.34; H 0.40; H 0.18; H 0.52; H 0.32; H 0.31; H -0.78; H -0.09; H 0.48; H 0.17; H 0.07; H 0.04; H 0.10; C -0.17; Cl 0.16; Cl 0.03; Cl 0.10; Cl -0.12; C 0.12; Cl 0.03; Cl 0.01; Cl -0.09; Cl -0.12; C 0.28; Cl -0.07; Cl -0.07; Cl -0.09; Cl -0.08; C 0.27; Cl -0.06; Cl 0.06; Cl -0.11; Cl -0.11; C 0.25; Cl 0.00; Cl -0.09; Cl -0.11; Cl -0.10; C 0.26; Cl -0.01; Cl -0.06; Cl -0.10; Cl -0.10; C 0.36; Cl -0.09; Cl -0.09; Cl -0.10; Cl -0.09; C 0.27; Cl -0.08; Cl -0.10; Cl -0.07; Cl -0.05; C 0.22; Cl -0.10; Cl 0.04; Cl -0.10; Cl -0.06; C 0.05; Cl -0.12; Cl 0.00; Cl 0.05; Cl 0.04; C 0.29; Cl -0.11; Cl -0.07; Cl -0.06; Cl -0.05; C 0.24; Cl -0.05; Cl -0.10

---

(2)
ORCA calculation (ωB97M-V with the def2-TZVPD basis set) on a 2-piece molecular cluster, C22H17Cl3O2S overall at a distorted geometry.

gap between HOMO and LUMO	4.46	eV

Structure (ORCA input):
```
! wB97M-V def2-TZVPD RIJCOSX def2/J DEFGRID3
* xyz 0 1
Cl 4.078 5.360 2.514
C 2.986 4.438 1.578
C 1.617 4.459 1.880
C 0.746 3.620 1.194
C 1.210 2.803 0.142
C 0.267 1.972 -0.585
C 0.590 1.505 -1.865
C -0.316 0.945 -2.734
C 0.055 0.437 -4.019
C -0.963 0.005 -4.908
C -0.648 -0.632 -6.100
C 0.696 -0.787 -6.471
Cl 1.083 -1.661 -7.890
C 1.729 -0.296 -5.648
C 1.409 0.330 -4.446
C 2.591 2.816 -0.167
C 3.469 3.653 0.516
H 1.235 5.128 2.654
H -0.332 3.638 1.376
H -0.736 1.772 -0.188
H 1.624 1.633 -2.165
H -1.367 0.968 -2.464
H -2.001 0.189 -4.628
H -1.439 -1.013 -6.747
H 2.761 -0.424 -5.960
H 2.215 0.742 -3.830
H 2.971 2.217 -1.000
H 4.517 3.698 0.235
Cl 0.595 0.031 0.955
C -0.631 -0.350 2.071
S -1.680 -1.757 1.758
C -1.854 -2.732 3.273
C -1.103 -3.902 3.432
C -1.378 -4.788 4.482
C -2.406 -4.514 5.392
C -3.146 -3.335 5.244
C -2.876 -2.452 4.188
O -3.012 -1.285 1.444
O -0.982 -2.640 0.841
H -0.398 -0.040 3.100
H -0.314 -4.157 2.726
H -0.794 -5.707 4.586
H -2.626 -5.211 6.209
H -3.952 -3.111 5.950
H -3.490 -1.560 4.076
*
```

Per-atom Mulliken charges, elementary charge units: Cl -0.20; C 0.40; C -0.61; C -0.40; C 0.77; C -0.91; C 0.15; C -0.56; C 0.97; C -0.48; C -0.62; C 0.42; Cl -0.20; C -0.75; C -0.34; C -0.22; C -0.83; H 0.39; H 0.40; H 0.47; H -0.10; H 0.35; H 0.35; H 0.38; H 0.39; H 0.31; H 0.36; H 0.40; Cl 0.06; C -0.61; S 1.19; C 0.19; C -0.29; C -0.51; C -0.38; C -0.50; C -0.35; O -0.64; O -0.67; H 0.47; H 0.39; H 0.34; H 0.36; H 0.34; H 0.35

---

(3)
ORCA calculation (ωB97M-V with the def2-TZVPD basis set) on a 2-piece molecular cluster, C5H13N overall at a distorted geometry.

relative energy (zero: lowest compared OMol25 entry of this formula, charge and spin)	132.1	kcal per mole
gap between HOMO and LUMO	6.29	eV

Structure (ORCA input):
```
! wB97M-V def2-TZVPD RIJCOSX def2/J DEFGRID3
* xyz 0 1
C 0.674 1.651 0.706
C -0.339 1.106 -0.059
C -0.764 -0.295 0.080
C -0.041 -0.983 -1.104
C -2.272 -0.525 0.170
N 2.284 -0.643 0.193
H 1.112 2.635 0.556
H 0.920 1.192 1.665
H 1.233 0.808 -0.009
H -0.615 1.642 -0.956
H -0.315 -0.578 1.041
H -0.461 -1.988 -1.232
H -0.153 -0.379 -2.016
H 1.316 -0.962 -0.561
H -2.836 -0.029 -0.619
H -2.406 -1.614 0.115
H -2.676 -0.253 1.142
H 3.062 -0.599 -0.453
H 2.534 -1.459 0.750
*
```

Per-atom Mulliken charges, elementary charge units: C -0.65; C -0.16; C 0.79; C -1.52; C -1.53; N -1.01; H 0.31; H 0.24; H 0.37; H 0.32; H 0.13; H 0.34; H 0.26; H 0.57; H 0.34; H 0.35; H 0.40; H 0.22; H 0.22

---

(4)
ORCA calculation (ωB97M-V with the def2-TZVPD basis set) on a 2-piece molecular cluster, C3H11N3O overall at a distorted geometry.

relative energy (zero: lowest compared OMol25 entry of this formula, charge and spin)	86.5	kcal per mole
gap between HOMO and LUMO	9.18	eV
SMILES string	[H]/N=C\NN.COC

Structure (ORCA input):
```
! wB97M-V def2-TZVPD RIJCOSX def2/J DEFGRID3
* xyz 0 1
C -0.029 0.857 -1.530
C -2.271 0.112 -0.879
O -1.004 -0.299 -1.339
H -2.335 -0.034 0.207
H -3.053 -0.515 -1.331
H -0.552 1.671 -2.034
H 0.414 1.397 -0.691
H 0.688 0.417 -2.225
H -2.629 1.129 -1.080
N 1.491 -0.549 0.754
N 2.361 0.522 1.025
C 0.319 -0.711 1.473
N -0.390 -1.773 1.529
H 1.690 -1.224 0.020
H 3.267 0.185 1.360
H 2.004 1.150 1.748
H 0.052 -2.531 1.002
H -0.026 0.196 1.992
*
```

Per-atom Mulliken charges, elementary charge units: C -0.71; C -0.70; O -0.31; H 0.26; H 0.26; H 0.39; H 0.30; H 0.22; H 0.30; N -0.07; N -0.60; C 0.09; N -0.68; H 0.21; H 0.25; H 0.24; H 0.20; H 0.35

---

(5)
ORCA calculation (ωB97M-V with the def2-TZVPD basis set) on C12H29EuN2OP3 as an isolated structure at a distorted geometry.

gap between HOMO and LUMO (alpha / beta)	7.96 / 5.88	eV

Structure (ORCA input):
```
! wB97M-V def2-TZVPD RIJCOSX def2/J DEFGRID3
* xyz 2 8
Eu 0.615 0.046 0.310
P 1.423 2.683 0.591
P 2.581 -1.898 0.752
N -1.349 1.070 -0.605
N -0.619 -1.740 -0.508
H -3.159 0.297 -1.628
H -2.623 -2.101 -1.193
H -2.960 -0.154 0.086
C -2.401 0.006 -0.873
H -1.593 -1.328 -2.412
C -1.805 -1.367 -1.316
H -1.825 2.862 -1.555
H -0.185 -3.776 -0.853
C -1.129 2.276 -0.946
C 0.163 -2.795 -0.477
H -0.328 4.152 -0.264
C 0.047 3.197 -0.666
H 0.524 3.452 -1.629
H 3.703 -1.460 -0.061
H 3.068 -1.948 2.149
H 2.563 3.278 -0.033
H 1.430 3.783 1.519
O 1.730 0.560 -1.503
C 1.223 0.219 -2.766
C 1.505 1.376 -3.715
C 1.881 -1.095 -3.201
H 0.106 0.062 -2.757
H 0.879 2.233 -3.440
H 2.562 1.676 -3.631
H 1.284 1.063 -4.749
H 1.661 -1.907 -2.498
H 1.545 -1.391 -4.211
H 2.972 -0.961 -3.210
C 1.480 -3.036 0.092
H 1.710 -4.122 0.118
C -0.585 -0.322 4.885
P -0.504 -0.180 3.062
C -1.517 -1.664 2.618
C -1.632 1.263 2.804
H -0.046 -1.204 5.243
H -1.617 -0.403 5.243
H -0.133 0.540 5.386
H -2.310 -1.860 3.352
H -1.968 -1.605 1.615
H -0.831 -2.533 2.608
H -2.469 1.259 3.517
H -1.036 2.181 2.974
H -2.030 1.318 1.779
*
```

Per-atom Mulliken charges, elementary charge units: Eu 0.13; P -0.15; P -0.28; N 0.23; N 0.27; H 0.41; H 0.47; H 0.31; C -0.67; H 0.46; C -0.85; H 0.42; H 0.40; C -0.08; C -0.03; H 0.56; C -0.74; H 0.31; H 0.21; H 0.20; H 0.18; H 0.15; O -0.64; C 1.32; C -1.48; C -1.18; H -0.25; H 0.25; H 0.34; H 0.40; H 0.18; H 0.38; H 0.31; C -0.37; H 0.43; C -1.14; P 0.50; C -0.97; C -1.08; H 0.39; H 0.38; H 0.39; H 0.44; H 0.17; H 0.32; H 0.39; H 0.35; H 0.25

---

(6)
ORCA calculation (ωB97M-V with the def2-TZVPD basis set) on C6H10O as an isolated structure at a distorted geometry.

relative energy (zero: lowest compared OMol25 entry of this formula, charge and spin)	35.5	kcal per mole
gap between HOMO and LUMO	10.37	eV

Structure (ORCA input):
```
! wB97M-V def2-TZVPD RIJCOSX def2/J DEFGRID3
* xyz 0 1
C 0.171 0.966 1.638
C -0.023 0.124 0.408
C -1.106 0.376 -0.637
C -0.198 -0.468 -1.538
C 1.003 0.245 -1.027
O -0.148 -1.744 -0.858
C -0.008 -1.377 0.517
H -0.692 0.960 2.303
H 0.351 2.004 1.373
H 1.028 0.645 2.231
H -2.090 -0.054 -0.477
H -1.179 1.430 -0.917
H -0.383 -0.649 -2.589
H 1.209 1.295 -1.180
H 1.962 -0.205 -1.296
H -0.825 -1.807 1.106
H 0.932 -1.740 0.942
*
```

Per-atom Mulliken charges, elementary charge units: C -1.63; C 0.75; C -0.61; C 0.01; C -0.88; O -0.45; C -0.63; H 0.35; H 0.36; H 0.36; H 0.29; H 0.33; H 0.48; H 0.33; H 0.28; H 0.33; H 0.33

---

(7)
ORCA calculation (ωB97M-V with the def2-TZVPD basis set) on C21H49N2O6PS2 as an isolated structure at a distorted geometry.

gap between HOMO and LUMO	6.66	eV

Structure (ORCA input):
```
! wB97M-V def2-TZVPD RIJCOSX def2/J DEFGRID3
* xyz 0 1
C -0.532 -4.724 1.641
C -1.523 -4.260 2.699
O -2.848 -4.740 2.441
C -1.133 -4.636 4.098
O 0.265 -4.361 4.272
S 0.697 -3.808 5.725
O -0.288 -4.159 6.679
O 1.954 -4.408 5.961
N 0.985 -2.234 5.591
S -0.333 -1.332 5.467
O -1.184 -1.250 6.602
O -1.098 -1.638 4.257
C 0.374 0.268 5.094
C -0.617 1.065 4.289
N -1.956 1.120 4.885
H -1.013 -4.722 0.672
H 0.269 -3.997 1.616
H -0.100 -5.684 1.895
H -1.572 -3.183 2.630
H -3.376 -3.976 2.180
H -1.760 -4.061 4.754
H -1.306 -5.695 4.241
H 1.207 0.057 4.435
H 0.740 0.787 5.967
H -0.254 2.078 4.169
H -0.713 0.618 3.300
H -2.455 1.867 4.414
H -2.475 0.279 4.659
C 4.263 -0.334 -2.581
C 2.997 -0.537 -3.409
C 2.466 0.761 -4.022
C 1.757 1.707 -3.041
P 0.050 1.346 -2.610
C -0.849 1.080 -4.159
C -0.722 2.091 -5.309
C -1.487 3.413 -5.188
C -2.952 3.272 -4.789
C -0.693 2.792 -1.849
C -0.115 3.392 -0.557
C -0.460 2.659 0.735
C -1.909 2.203 0.861
C -0.256 -0.211 -1.754
C 0.132 -0.532 -0.298
C 1.585 -0.274 0.129
C 2.419 -1.552 0.206
H 4.110 0.376 -1.765
H 4.586 -1.276 -2.141
H 5.076 0.041 -3.204
H 2.232 -1.024 -2.801
H 3.226 -1.231 -4.220
H 1.789 0.512 -4.843
H 3.300 1.301 -4.472
H 1.719 2.699 -3.508
H 2.358 1.853 -2.141
H -1.899 0.910 -3.908
H -0.491 0.116 -4.534
H -1.082 1.587 -6.208
H 0.332 2.313 -5.492
H -1.439 3.910 -6.159
H -0.979 4.092 -4.498
H -3.499 2.668 -5.514
H -3.426 4.251 -4.745
H -3.071 2.813 -3.806
H -1.770 2.635 -1.772
H -0.577 3.579 -2.599
H -0.490 4.415 -0.484
H 0.972 3.479 -0.640
H -0.223 3.310 1.578
H 0.209 1.804 0.844
H -2.594 3.054 0.884
H -2.035 1.637 1.783
H -2.211 1.545 0.043
H 0.134 -1.001 -2.403
H -1.345 -0.333 -1.812
H -0.110 -1.582 -0.125
H -0.541 0.010 0.365
H 1.587 0.175 1.124
H 2.072 0.451 -0.530
H 2.042 -2.202 0.996
H 3.458 -1.320 0.439
H 2.395 -2.112 -0.732
*
```

Per-atom Mulliken charges, elementary charge units: C -1.20; C 1.03; O -0.63; C -0.81; O -0.31; S 0.99; O -0.61; O -0.73; N -0.53; S 1.15; O -0.65; O -0.69; C -0.91; C -0.02; N -0.66; H 0.37; H 0.07; H 0.38; H -0.12; H 0.39; H 0.43; H 0.48; H 0.29; H 0.40; H 0.59; H -0.19; H 0.28; H 0.26; C -1.43; C 0.23; C -1.09; C -1.13; P 1.23; C -1.44; C -0.79; C -0.41; C -1.24; C -0.56; C -1.51; C 0.87; C -1.24; C -1.24; C -0.39; C 0.37; C -1.68; H 0.27; H 0.40; H 0.42; H -0.31; H 0.46; H 0.32; H 0.54; H 0.65; H 0.70; H 0.74; H 0.58; H 0.49; H 0.25; H 0.44; H 0.27; H 0.36; H 0.38; H 0.24; H 0.53; H 0.00; H 0.46; H 0.35; H 0.65; H -0.62; H 0.37; H 0.24; H 0.25; H 0.69; H 0.68; H 0.67; H -0.32; H 0.37; H -0.17; H 0.37; H 0.40; H 0.29